(1)
{
  "formula": "C6H8P2",
  "method": "the ωB97M-V functional and the def2-TZVPD basis",
  "relative_energy_ev": 0.0000,
  "lumo_energy_ev": -0.46,
  "smiles": "C=CCP1#P=CC=C1",
  "homo_lumo_gap_ev": 8.02,
  "homo_energy_ev": -8.48,
  "total_energy_ev": -24926.4614,
  "total_charge": 0,
  "symbols": ["C", "C", "C", "C", "C", "C", "P", "P", "H", "H", "H", "H", "H", "H", "H", "H"],
  "xyz": [[-1.5679, 1.6827, 0.6596], [-0.8642, 0.7929, 1.4348], [-2.2503, 1.1506, -0.4872], [2.1579, -0.7543, -1.5193], [1.3993, -0.4378, -0.5486], [0.7936, -1.4238, 0.4167], [-1.8881, -0.4335, -1.0731], [-0.9798, -0.9663, 0.8648], [-1.8969, 2.6331, 1.0345], [-0.6521, 0.8903, 2.4572], [-2.7159, 1.8098, -1.1764], [2.8059, 0.0069, -1.9087], [2.3513, -1.7775, -1.7790], [1.2262, 0.4526, -0.0551], [0.8922, -2.4686, 0.1830], [1.1888, -1.1572, 1.4968]]
}

---

(2)
{
  "formula": "C2H2BrN",
  "method": "the ωB97M-V functional and the def2-TZVPD basis",
  "relative_energy_ev": 0.1519,
  "lumo_energy_ev": 0.36,
  "smiles": "N#CCBr",
  "homo_lumo_gap_ev": 11.45,
  "homo_energy_ev": -11.09,
  "total_energy_ev": -73638.0208,
  "total_charge": 0,
  "symbols": ["C", "C", "N", "Br", "H", "H"],
  "xyz": [[0.2542, 0.9101, -0.1320], [0.0480, -0.4958, -0.0183], [0.3393, 2.0398, 0.0652], [-1.8173, -0.8562, -0.0953], [0.7084, -0.9339, -0.8344], [0.4675, -0.6639, 1.0147]]
}

---

(3)
{
  "formula": "C6H9AgO5",
  "method": "the ωB97M-V functional and the def2-TZVPD basis",
  "s2": 0.751,
  "multiplicity": 2,
  "lumo_energy_ev": [3.02, 2.97],
  "homo_lumo_gap_ev": [4.81, 7.97],
  "homo_energy_ev": [-1.80, -5.00],
  "total_energy_ev": -20603.6221,
  "total_charge": -1,
  "symbols": ["O", "C", "O", "O", "C", "C", "H", "H", "C", "H", "H", "H", "C", "H", "H", "H", "O", "C", "O", "Ag", "H"],
  "xyz": [[-0.9122, -0.9147, -0.0199], [0.1966, -1.1160, 0.8844], [0.4319, -2.2999, 1.2250], [1.2469, -0.5127, -0.0244], [2.5379, -0.6861, 0.3085], [-2.1699, -1.3383, 0.4729], [-2.1373, -2.4278, 0.6304], [-2.3681, -0.8693, 1.4527], [-3.2507, -0.9672, -0.5164], [-3.2915, 0.1219, -0.6574], [-3.0730, -1.4484, -1.4878], [-4.2273, -1.3023, -0.1408], [3.5485, -0.0939, -0.3350], [2.6933, -1.2837, 1.2119], [4.5713, -0.3050, -0.0245], [3.3749, 0.6812, -1.0831], [-0.7560, 2.4087, 2.1268], [-0.4865, 2.3625, 0.9959], [-0.4567, 2.5719, -0.1561], [-0.0080, 0.1952, -1.8731], [0.0576, -0.2761, 1.7109]]
}

---

(4)
{
  "formula": "C4H6N2O",
  "method": "the ωB97M-V functional and the def2-TZVPD basis",
  "relative_energy_ev": 5.0358,
  "lumo_energy_ev": 0.78,
  "homo_lumo_gap_ev": 8.62,
  "homo_energy_ev": -7.84,
  "total_energy_ev": -9268.4660,
  "total_charge": 0,
  "symbols": ["C", "C", "C", "C", "O", "N", "N", "H", "H", "H", "H", "H", "H"],
  "xyz": [[0.4416, -0.1782, 2.0390], [0.4453, 0.0461, 0.6240], [1.0076, -0.0809, -0.6124], [-0.1059, 0.0049, -1.5182], [0.0183, -0.2429, -2.8238], [-1.2804, 0.2718, -0.9927], [-0.9367, 0.4429, 0.3745], [-1.1597, 0.0971, 1.5179], [1.3372, 0.0197, 2.6255], [0.0238, -1.1651, 2.2618], [1.9968, -0.4284, -0.8700], [-0.8687, -0.1826, -3.2121], [-0.9973, 1.4436, 0.5755]]
}

---

(5)
{
  "formula": "C4H8O2",
  "method": "the ωB97M-V functional and the def2-TZVPD basis",
  "relative_energy_ev": 4.1795,
  "lumo_energy_ev": -0.09,
  "homo_lumo_gap_ev": 9.33,
  "homo_energy_ev": -9.42,
  "total_energy_ev": -8369.1022,
  "total_charge": 0,
  "symbols": ["O", "C", "C", "C", "C", "O", "H", "H", "H", "H", "H", "H", "H", "H"],
  "xyz": [[1.3513, 1.0994, -0.0944], [1.3703, -0.1625, -0.6289], [0.2451, -1.1876, 0.1930], [-0.8292, -0.3496, 0.7901], [-1.1192, 1.2846, -0.1641], [-1.2276, 1.2094, -1.3579], [0.2692, 1.1906, 0.2012], [2.2932, -0.7183, -0.4239], [1.0950, -0.1799, -1.6951], [0.8821, -1.6776, 0.9400], [-0.1155, -1.9007, -0.5569], [-1.8582, -0.5741, 0.5302], [-0.6839, -0.0870, 1.8430], [-1.6726, 2.0532, 0.4238]]
}

---

(6)
{
  "formula": "C15H13ClO4",
  "method": "the ωB97M-V functional and the def2-TZVPD basis",
  "relative_energy_ev": 0.0000,
  "lumo_energy_ev": 0.24,
  "smiles": "O=C(O)c1cccc(COc2ccc(CO)cc2Cl)c1",
  "homo_lumo_gap_ev": 8.89,
  "homo_energy_ev": -8.65,
  "total_energy_ev": -36478.7314,
  "total_charge": 0,
  "symbols": ["O", "C", "O", "H", "C", "C", "C", "C", "C", "C", "H", "H", "H", "C", "O", "C", "C", "C", "C", "C", "C", "Cl", "H", "C", "O", "H", "H", "H", "H", "H", "H", "H", "H"],
  "xyz": [[4.4227, -1.0544, -1.5791], [3.2193, -1.0816, -1.6543], [2.5583, -0.5292, -2.6826], [3.1897, -0.1414, -3.3082], [2.3289, -1.7075, -0.6509], [0.9470, -1.7087, -0.8090], [0.1388, -2.2937, 0.1529], [0.7209, -2.8882, 1.2669], [2.0972, -2.8972, 1.4206], [2.9040, -2.3051, 0.4679], [3.9783, -2.2932, 0.5686], [2.5376, -3.3637, 2.2888], [0.0914, -3.3465, 2.0167], [-1.3624, -2.2968, -0.0154], [-1.8516, -1.2432, -0.8124], [-1.7402, 0.0310, -0.3539], [-1.1822, 0.4102, 0.8606], [-1.1345, 1.7447, 1.2255], [-1.6316, 2.7344, 0.3925], [-2.1856, 2.3672, -0.8279], [-2.2400, 1.0373, -1.1909], [-2.9276, 0.5840, -2.7073], [-2.5786, 3.1153, -1.4987], [-1.5780, 4.1860, 0.8049], [-0.5136, 4.4881, 1.6731], [0.3147, 4.2494, 1.2419], [-1.5423, 4.8222, -0.0917], [-2.4851, 4.4416, 1.3633], [-0.7040, 2.0225, 2.1758], [-0.7750, -0.3301, 1.5301], [-1.6660, -3.2023, -0.5536], [-1.8568, -2.3017, 0.9660], [0.5063, -1.2496, -1.6803]]
}

---

(7)
{
  "formula": "C5H4N",
  "method": "the ωB97M-V functional and the def2-TZVPD basis",
  "relative_energy_ev": 5.0268,
  "lumo_energy_ev": [-7.36, -8.07],
  "homo_lumo_gap_ev": [7.74, 7.51],
  "homo_energy_ev": [-15.09, -15.58],
  "total_energy_ev": -6723.3131,
  "total_charge": 1,
  "symbols": ["C", "C", "C", "C", "C", "N", "H", "H", "H", "H"],
  "xyz": [[2.5673, -0.6097, -0.7038], [1.3392, -0.1105, -0.5854], [-0.5483, 1.1804, 0.0046], [0.5704, 1.1957, -0.6371], [-0.7516, -0.2148, 0.3076], [0.3756, -0.9454, -0.0154], [-1.3173, 1.9357, 0.1526], [-1.0023, -0.3279, 1.3905], [-1.7601, -0.2493, -0.2061], [0.5271, -1.8543, 0.2923]]
}